i) Formula: C10H16O
Source: the OMol25 dataset
Level of theory: ωB97M-V/def2-TZVPD

Properties
Highest occupied orbital energy ... -8.8778 eV
Orbital gap ... 0.353 Ha

Cartesian coordinates (Å):
C -1.555 1.972 -0.808
C -0.568 1.182 0.064
C 0.291 1.451 1.101
C 0.911 0.212 1.642
C 0.658 -0.896 0.491
C 1.903 -1.079 -0.473
C 2.443 0.278 -0.787
C -0.681 -0.386 -0.053
C -1.722 -0.954 1.041
C -1.056 -0.940 -1.530
H -1.480 1.467 -1.930
H -2.659 2.250 -0.171
H -0.933 3.206 -1.010
H 0.547 2.410 1.388
H 1.918 0.227 1.981
H 0.338 -0.068 2.639
H 0.724 -1.835 0.989
H 2.756 -1.583 0.191
H 2.089 -1.929 -1.256
H 1.918 0.716 -1.636
H -1.479 -2.082 1.334
H -2.801 -0.939 0.512
H -1.417 -0.377 2.035
H -0.728 -2.056 -1.553
H -0.597 -0.348 -2.298
H -2.123 -0.828 -1.647
O 3.305 0.927 -0.255

---

ii) Formula: C10H16O
Source: the OMol25 dataset
Level of theory: ωB97M-V/def2-TZVPD

Properties
Highest occupied orbital energy ... -8.4431 eV
Structure (SMILES) ... Cc1ccc(O)cc1.CCC
Orbital gap ... 0.342 Ha

Cartesian coordinates (Å):
C -0.754 -3.951 -0.754
C -0.751 -2.461 -0.450
C 0.165 -1.594 -1.032
C -0.088 -0.220 -1.046
C -1.194 0.273 -0.381
O -1.418 1.625 -0.380
C -2.053 -0.569 0.320
C -1.892 -1.944 0.161
H -1.563 -4.445 -0.214
H 0.144 -4.526 -0.521
H -0.961 -4.071 -1.818
H 1.103 -1.984 -1.402
H 0.559 0.421 -1.622
H -2.290 1.814 -0.030
H -2.720 -0.211 1.095
H -2.645 -2.612 0.558
C 2.640 3.450 0.172
C 1.965 2.138 0.613
C 2.111 1.890 2.091
H 1.911 4.263 0.042
H 3.185 3.331 -0.759
H 3.204 3.925 0.981
H 0.906 2.107 0.369
H 2.492 1.352 0.067
H 3.171 1.936 2.377
H 1.654 2.647 2.734
H 1.754 0.910 2.410

---

iii) Formula: C10H16O
Source: the OMol25 dataset
Level of theory: ωB97M-V/def2-TZVPD

Properties
Highest occupied orbital energy ... -8.5440 eV
Structure (SMILES) ... Cc1ccc(O)cc1.CCC
Orbital gap ... 0.344 Ha

Cartesian coordinates (Å):
C -0.539 -3.209 -0.175
C 0.044 -1.896 -0.604
C 0.909 -1.132 0.148
C 1.539 0.077 -0.381
C 0.950 0.601 -1.535
O 1.511 1.690 -2.184
C 0.129 -0.173 -2.339
C -0.300 -1.393 -1.866
H -1.072 -3.693 -1.008
H -1.324 -3.018 0.494
H 0.332 -3.922 0.160
H 1.217 -1.495 1.073
H 2.275 0.678 0.164
H 2.431 1.943 -1.913
H -0.084 0.225 -3.373
H -0.836 -2.111 -2.499
C -0.176 2.370 2.551
C -1.279 1.513 1.877
C -2.181 0.800 2.971
H -0.319 3.423 2.759
H 0.816 2.302 2.059
H 0.026 1.913 3.474
H -1.970 2.074 1.267
H -0.944 0.717 1.222
H -2.998 0.155 2.536
H -1.525 0.284 3.639
H -2.692 1.650 3.534

---

iv) Formula: C10H16O
Source: the OMol25 dataset
Level of theory: ωB97M-V/def2-TZVPD

Properties
Highest occupied orbital energy ... -8.5427 eV
Structure (SMILES) ... Cc1ccc(O)cc1.CCC
Orbital gap ... 0.347 Ha

Cartesian coordinates (Å):
C -1.803 1.486 0.672
C -1.491 0.638 -0.531
C -1.873 -0.706 -0.579
C -1.390 -1.497 -1.608
C -0.644 -0.971 -2.655
O -0.044 -1.786 -3.589
C -0.396 0.389 -2.685
C -0.890 1.183 -1.654
H -2.364 1.012 1.467
H -2.325 2.408 0.388
H -0.855 1.865 1.021
H -2.556 -1.077 0.170
H -1.698 -2.540 -1.640
H -0.665 -2.455 -3.892
H 0.079 0.859 -3.533
H -0.729 2.253 -1.705
C 2.264 -0.358 0.685
C 2.266 0.211 2.112
C 0.948 -0.119 2.832
H 1.233 -0.433 0.354
H 2.767 -1.314 0.580
H 2.834 0.295 0.031
H 3.087 -0.090 2.769
H 2.382 1.290 2.031
H 0.878 -1.202 2.890
H 0.846 0.342 3.816
H 0.139 0.314 2.254

---

Here are the energies relative to the best structure, in kJ/mol: i) 461.8; ii) 16.4; iii) 83.3; iv) 0.0.

---

i) Formula: C10H16O
Source: the OMol25 dataset
Level of theory: ωB97M-V/def2-TZVPD

Properties
Highest occupied orbital energy ... -8.4360 eV
Structure (SMILES) ... Cc1ccc(O)cc1.CCC
Orbital gap ... 0.342 Ha

Cartesian coordinates (Å):
C -2.870 -0.887 -1.083
C -1.898 -0.709 0.035
C -0.548 -1.054 -0.145
C 0.326 -0.694 0.880
C -0.095 -0.222 2.107
O 0.890 0.065 3.023
C -1.408 0.202 2.250
C -2.288 -0.114 1.214
H -3.044 0.059 -1.596
H -3.862 -1.225 -0.762
H -2.613 -1.549 -1.915
H -0.204 -1.636 -0.987
H 1.383 -0.651 0.654
H 0.474 0.460 3.792
H -1.748 0.919 2.989
H -3.358 -0.017 1.361
C 2.154 2.227 -2.450
C 1.828 0.755 -2.667
C 2.700 -0.137 -1.812
H 1.327 2.887 -2.719
H 2.346 2.388 -1.395
H 3.002 2.523 -3.068
H 0.788 0.636 -2.348
H 1.881 0.510 -3.721
H 3.777 0.001 -1.939
H 2.493 -0.063 -0.758
H 2.517 -1.184 -2.080

---

ii) Formula: C10H16O
Source: the OMol25 dataset
Level of theory: ωB97M-V/def2-TZVPD

Properties
Highest occupied orbital energy ... -8.3667 eV
Structure (SMILES) ... CCc1ccc(O)cc1.CC
Orbital gap ... 0.336 Ha

Cartesian coordinates (Å):
C 0.647 -1.564 3.819
C -0.582 -1.836 2.973
C -0.465 -0.957 1.651
C -1.143 0.310 1.628
C -1.256 1.023 0.459
C -0.517 0.556 -0.691
O -1.161 1.157 -1.769
C 0.211 -0.577 -0.642
C 0.443 -1.243 0.634
H 0.727 -2.311 4.595
H 0.712 -0.590 4.264
H 1.531 -1.747 3.143
H -0.666 -2.885 2.654
H -1.458 -1.620 3.553
H -1.728 0.631 2.520
H -1.817 1.947 0.293
H -1.478 2.147 -1.541
H 0.667 -0.852 -1.486
H 1.089 -2.088 0.761
C 2.136 0.919 -3.430
C 0.909 1.744 -3.639
H 2.762 1.262 -2.528
H 1.934 -0.127 -3.201
H 2.952 0.930 -4.395
H 0.794 2.111 -4.599
H 0.986 2.602 -2.982
H -0.012 1.076 -3.472

---

iii) Formula: C10H16O
Source: the OMol25 dataset
Level of theory: ωB97M-V/def2-TZVPD

Properties
Highest occupied orbital energy ... -8.5571 eV
Structure (SMILES) ... CCc1ccc(O)cc1.CC
Orbital gap ... 0.347 Ha

Cartesian coordinates (Å):
C -3.190 1.712 0.512
C -2.287 0.889 -0.413
C -0.810 0.897 -0.189
C -0.031 1.879 -0.811
C 1.371 1.869 -0.688
C 2.018 0.844 -0.014
O 3.386 0.842 0.149
C 1.242 -0.069 0.668
C -0.136 -0.002 0.599
H -2.548 2.085 1.334
H -3.910 1.093 1.033
H -3.647 2.622 0.112
H -2.659 -0.119 -0.577
H -2.523 1.433 -1.372
H -0.556 2.693 -1.303
H 1.942 2.612 -1.215
H 3.694 1.727 -0.035
H 1.710 -0.765 1.343
H -0.609 -0.821 1.163
C 0.256 -4.134 -0.017
C -1.030 -3.340 0.006
H 0.142 -5.076 0.532
H 0.546 -4.284 -1.052
H 1.019 -3.651 0.576
H -1.877 -3.829 -0.481
H -1.372 -3.152 1.047
H -1.098 -2.232 -0.251

---

iv) Formula: C10H16O
Source: the OMol25 dataset
Level of theory: ωB97M-V/def2-TZVPD

Properties
Highest occupied orbital energy ... -8.5058 eV
Structure (SMILES) ... Cc1ccc(O)cc1.CCC
Orbital gap ... 0.344 Ha

Cartesian coordinates (Å):
C 2.381 -1.577 -1.202
C 1.853 -0.342 -0.553
C 1.382 -0.294 0.766
C 1.385 0.909 1.445
C 1.600 2.098 0.770
O 1.787 3.329 1.390
C 1.936 2.098 -0.588
C 2.031 0.867 -1.231
H 3.472 -1.567 -1.092
H 2.284 -1.665 -2.290
H 1.988 -2.512 -0.800
H 1.068 -1.217 1.233
H 1.190 1.033 2.506
H 1.054 3.497 1.976
H 2.006 2.981 -1.205
H 2.225 0.826 -2.296
C -2.230 -1.992 -0.050
C -2.907 -0.661 -0.390
C -3.000 0.437 0.663
H -2.570 -2.794 -0.706
H -2.452 -2.406 0.930
H -1.146 -1.879 -0.115
H -2.505 -0.316 -1.347
H -3.925 -0.901 -0.715
H -2.118 0.379 1.318
H -2.983 1.418 0.208
H -3.805 0.250 1.374

---

Here are the energies relative to the best structure, in kJ/mol: i) 0.0; ii) 205.2; iii) 29.0; iv) 6.5.

---

i) Formula: C10H16O
Source: the OMol25 dataset
Level of theory: ωB97M-V/def2-TZVPD

Properties
Highest occupied orbital energy ... -9.0793 eV
Structure (SMILES) ... CCc1ccccc1.CCO
Orbital gap ... 0.363 Ha

Cartesian coordinates (Å):
C -0.987 -1.161 1.405
C -0.785 -0.949 -0.114
C 0.604 -1.373 -0.548
C 0.723 -2.604 -1.201
C 1.943 -3.005 -1.737
C 3.012 -2.124 -1.737
C 2.890 -0.856 -1.180
C 1.681 -0.490 -0.595
H -2.006 -0.818 1.600
H -0.256 -0.570 1.952
H -0.953 -2.215 1.668
H -1.523 -1.508 -0.693
H -0.991 0.092 -0.346
H -0.140 -3.255 -1.214
H 1.910 -3.916 -2.320
H 4.031 -2.366 -2.018
H 3.690 -0.138 -1.062
H 1.489 0.505 -0.206
C -2.237 2.296 0.744
C -1.079 3.239 0.757
O -1.353 4.314 1.707
H -2.429 1.539 -0.033
H -3.181 2.822 0.534
H -2.370 1.606 1.579
H -0.171 2.711 1.045
H -0.997 3.801 -0.173
H -0.516 4.424 2.185

---

ii) Formula: C10H16O
Source: the OMol25 dataset
Level of theory: ωB97M-V/def2-TZVPD

Properties
Highest occupied orbital energy ... -8.4128 eV
Structure (SMILES) ... CCc1ccc(O)cc1.CC
Orbital gap ... 0.340 Ha

Cartesian coordinates (Å):
C 1.113 2.983 0.705
C 1.169 1.563 0.103
C -0.085 0.788 0.150
C -0.879 0.581 -0.981
C -2.237 0.386 -0.940
C -2.890 0.261 0.292
O -4.256 0.204 0.574
C -2.121 0.297 1.443
C -0.770 0.612 1.362
H 0.297 3.611 0.300
H 2.061 3.509 0.567
H 0.903 2.879 1.755
H 1.298 1.623 -0.978
H 2.016 1.088 0.551
H -0.355 0.667 -1.935
H -2.752 0.103 -1.849
H -4.605 0.457 -0.292
H -2.548 0.052 2.420
H -0.242 0.686 2.310
C 1.579 -2.040 -0.666
C 2.164 -3.492 -0.682
H 1.004 -1.951 -1.586
H 0.893 -1.962 0.174
H 2.388 -1.300 -0.681
H 3.216 -3.607 -0.340
H 2.124 -3.868 -1.687
H 1.515 -4.130 -0.091

---

iii) Formula: C10H16O
Source: the OMol25 dataset
Level of theory: ωB97M-V/def2-TZVPD

Properties
Highest occupied orbital energy ... -8.0789 eV
Structure (SMILES) ... Cc1ccc(O)cc1.CCC
Orbital gap ... 0.325 Ha

Cartesian coordinates (Å):
C -2.907 -2.144 0.703
C -2.282 -0.768 0.433
C -1.859 -0.153 1.707
C -1.093 1.004 1.776
C -0.571 1.331 0.463
O 0.475 2.163 0.487
C -0.777 0.663 -0.740
C -1.789 -0.269 -0.768
H -2.266 -3.012 0.859
H -3.528 -2.354 -0.246
H -3.583 -2.021 1.615
H -2.447 -0.745 2.521
H -1.005 1.837 2.493
H 0.779 2.647 -0.357
H -0.212 0.941 -1.678
H -2.046 -0.736 -1.735
C 2.974 -1.373 -0.194
C 2.808 -0.009 -0.781
C 3.177 0.049 -2.273
H 3.044 -2.113 -1.044
H 2.259 -1.577 0.497
H 3.941 -1.506 0.518
H 1.814 0.388 -0.618
H 3.481 0.771 -0.352
H 2.463 0.417 -2.910
H 4.062 0.630 -2.528
H 3.356 -0.851 -2.887

---

Here are the energies relative to the best structure, in kJ/mol: i) 19.6; ii) 0.0; iii) 188.5.

---

i) Formula: C10H16O
Source: the OMol25 dataset
Level of theory: ωB97M-V/def2-TZVPD

Properties
Highest occupied orbital energy ... -8.4699 eV
Structure (SMILES) ... Cc1ccc(O)cc1.CCC
Orbital gap ... 0.343 Ha

Cartesian coordinates (Å):
C -0.418 -1.176 2.578
C -0.748 -0.967 1.126
C -0.265 -1.713 0.075
C -0.633 -1.459 -1.246
C -1.545 -0.458 -1.493
O -1.932 -0.269 -2.795
C -2.137 0.257 -0.458
C -1.724 -0.011 0.841
H -1.263 -1.344 3.243
H 0.079 -0.276 2.960
H 0.328 -1.962 2.709
H 0.455 -2.495 0.271
H -0.195 -1.977 -2.083
H -2.376 0.583 -2.859
H -2.998 0.890 -0.629
H -2.162 0.547 1.659
C 3.336 0.830 1.125
C 2.459 2.013 0.705
C 2.166 2.047 -0.785
H 3.720 1.008 2.143
H 2.767 -0.095 1.217
H 4.210 0.724 0.473
H 2.933 2.916 1.086
H 1.561 1.956 1.325
H 1.792 1.057 -1.070
H 3.001 2.318 -1.420
H 1.326 2.715 -0.974

---

ii) Formula: C10H16O
Source: the OMol25 dataset
Level of theory: ωB97M-V/def2-TZVPD

Properties
Highest occupied orbital energy ... -9.1681 eV
Structure (SMILES) ... Cc1ccccc1.CC(C)O
Orbital gap ... 0.373 Ha

Cartesian coordinates (Å):
C 1.695 1.093 -2.197
C 0.787 -0.028 -1.680
C 1.191 -1.141 -0.978
C 0.307 -2.123 -0.516
C -1.056 -1.973 -0.729
C -1.492 -0.843 -1.448
C -0.588 0.109 -1.900
H 1.716 1.983 -1.593
H 1.313 1.288 -3.184
H 2.618 0.532 -2.395
H 2.209 -1.285 -0.624
H 0.607 -2.941 0.128
H -1.853 -2.653 -0.460
H -2.525 -0.715 -1.753
H -0.915 0.821 -2.655
C 0.163 -0.252 2.619
C -0.108 0.900 1.616
C -1.597 1.175 1.672
O 0.648 2.030 2.030
H 0.070 -1.260 2.224
H -0.625 -0.199 3.387
H 1.119 -0.104 3.129
H 0.317 0.570 0.666
H -1.729 1.856 2.518
H -2.011 1.758 0.831
H -2.274 0.329 1.645
H 0.642 2.129 2.985

---

Here are the energies relative to the best structure, in kJ/mol: i) 0.0; ii) 66.3.